Molecular formula: C2H6N4OS
Method: DFT, ωB97M-V/def2-TZVPD

ORCA input file:
```
! RIJCOSX wB97M-V def2-TZVPD def2/J DEFGRID3
* xyz 0 1
H 0.4300 2.0927 -2.0624
N 1.3084 1.5177 -2.0812
C 1.3511 0.5435 -1.2221
N 0.3416 0.2376 -0.3319
N -0.8019 1.0248 -0.4351
C 0.5437 -0.6308 0.7027
S 2.0166 -1.1112 1.3222
N -0.5497 -0.9448 1.4401
O -1.5707 -1.4407 0.5819
H 2.2657 -0.0266 -1.0957
H -1.6846 0.4849 -0.5876
H -0.9458 1.5352 0.4092
H -0.2318 -1.7242 2.0531
H -2.4726 -1.5581 1.3067
*
```

Output
Orbital gap ... 8.552 eV
SMILES ... [H]/N=C\N(N)C(=S)NO
E_LUMO ... -0.3 eV
Largest force on an atom ... 5.85 eV/A
ΔE to the lowest compared entry with this formula, charge and spin ... 104.6 kcal/mol
Molar mass ... 134.164 g/mol
E_HOMO ... -8.87 eV

natural (NBO) atomic charge list, values in e, 6 entries: atom 1 (H): 0.358, atom 2 (N): -0.645, atom 3 (C): 0.260, atom 4 (N): -0.308, atom 5 (N): -0.645, atom 6 (C): 0.250